The following is a quantum chemistry calculation of a molecular structure, C7H9AsFeN3SSe3Te at a distorted geometry, from the OMol25 dataset.

Element x y z (Å)
Fe -1.40001 -0.34041 0.47622
Se -1.49676 0.70681 2.50367
Se -3.05884 -0.89494 1.89986
Te -3.53133 -0.53297 -0.64091
Se -2.90016 -2.24455 -2.24886
N -0.42027 1.02190 -0.51251
C -0.30024 2.19217 -0.54350
C -0.16193 3.54013 -0.56661
C -0.72017 4.34279 0.43371
N -1.15357 5.04657 1.23385
C 0.55649 4.17251 -1.58044
N 1.14409 4.70606 -2.41501
C 2.77232 -0.78746 -0.71249
As 1.11726 -1.75363 -1.14036
C 0.44899 -0.93029 -2.77421
C 1.67021 -3.53570 -1.69095
S 0.03477 -2.18452 0.60754
H 3.46555 -0.86066 -1.55214
H 3.23441 -1.21475 0.18366
H 2.54529 0.26548 -0.52413
H 1.28041 -0.93761 -3.47837
H 0.12848 0.09667 -2.59750
H -0.39319 -1.50870 -3.16716
H 2.38030 -3.52887 -2.51653
H 0.75462 -4.05865 -1.98223
H 2.09463 -4.04796 -0.82365

As for the charge: -1. As for the spin multiplicity: 5. Its HOMO energy (spin up / spin down) is -4.15 / -4.45 eV. For the lowest unoccupied orbital energy (spin up / spin down), the calculation gives 2.307 / 1.561 eV. The gap between HOMO and LUMO (spin up / spin down) comes out at 6.454 / 6.014 eV. Its strongest force on any atom is 2.665 eV/Å.

Mulliken population analysis, charges in e, atoms 1 to 4: Fe 0.113; Se -0.382; Se -0.211; Te 0.102

The following is a quantum chemistry calculation of a molecular structure, C21H27N3O2 at a distorted geometry, from the OMol25 dataset.

Element x y z (Å)
C -1.73050 -2.70919 2.36073
C -0.63300 -2.08179 1.37968
H 0.03319 -1.34123 1.92322
H 0.06226 -2.78230 1.12191
O -1.23951 -1.29421 0.20977
C -1.52575 -0.12013 0.33597
C -1.74681 0.61897 1.54694
C -1.88414 2.13128 1.18834
C -2.01739 2.68175 -0.02459
C -1.97828 1.77767 -1.16689
C -1.42697 0.40026 -0.98780
N -1.40488 -0.20342 -2.17856
C -2.02165 -1.60563 -2.37174
H -2.41403 -2.06500 -1.46999
C -0.58113 -2.49822 -2.41102
N 0.52176 -1.82356 -2.49101
C 1.28468 -1.58121 -1.59551
O 1.60390 -2.42202 -0.66708
N 2.28715 -0.42233 -1.83803
H 1.77173 0.31392 -2.03160
C 3.13769 0.03235 -0.65563
C 2.55464 0.57673 0.68077
C 2.47005 0.00782 1.78537
C 1.79982 0.63251 2.94889
C 1.43294 2.18498 2.47306
C 1.32279 2.55385 1.28380
C 1.73756 1.95754 0.31796
H 2.13718 2.36943 -0.71634
H 0.86603 3.54076 1.32374
C 0.55619 2.68361 3.78596
H -0.04344 2.15103 4.19809
H 1.36022 3.10608 4.48062
H 0.18932 3.64231 3.42398
H 1.58571 0.34148 3.79172
H 2.70454 -0.88915 1.94503
H 3.73058 -1.10619 -0.32125
H 3.94241 0.67351 -1.19358
C 0.29249 -1.07724 -3.56236
H -0.00374 -1.48009 -4.52979
C -0.64616 0.13905 -3.18306
H -0.43297 0.97346 -3.01215
H -1.37580 0.22594 -3.94018
H 1.20560 -0.33708 -3.92594
H -0.80645 -3.34118 -3.06264
H -0.31560 -2.99303 -1.34964
H -2.51564 -1.91541 -3.36253
H -2.19835 2.15457 -2.14917
H -2.46859 3.55610 -0.20194
H -1.95275 2.67760 2.03976
H -1.40970 0.28552 2.48960
H -2.37864 -1.83975 2.60948
H -2.19477 -3.35160 1.72999
H -1.24378 -3.10912 3.02563

As for the spin multiplicity: 1. Its HOMO energy is -7.17 eV. For the lowest unoccupied orbital energy, the calculation gives 0.178 eV. The gap between HOMO and LUMO comes out at 7.353 eV. Its strongest force on any atom is 18.577 eV/Å.

natural (NBO) population analysis, charges in e, atoms 1 to 4: C -0.592; C -0.056; H 0.186; H 0.217

The following is a quantum chemistry calculation of a molecular structure, C20H28MoN3O9S at a distorted geometry, from the OMol25 dataset.

Element x y z (Å)
Mo 2.59837 -1.20790 -0.63471
O 1.31328 2.35896 0.54135
C 1.51547 1.50768 -0.40264
O 0.97635 0.39728 -0.45075
C 2.48300 1.88188 -1.49354
O 2.84924 0.66780 -2.15291
C 4.25542 0.65430 -2.46811
C 5.04193 0.41852 -1.17338
O 6.20387 0.71529 -1.09560
O 4.30116 -0.10633 -0.22728
H 0.90131 1.87444 1.32574
H 2.00249 2.56556 -2.19820
H 3.35213 2.37008 -1.05042
H 4.41237 -0.17005 -3.16257
H 4.55441 1.58654 -2.94384
C -4.29568 0.05489 -0.10201
C -3.75964 -1.36504 0.05265
C -2.24058 -1.44260 0.05687
N -1.70960 -0.98376 -1.22706
C -0.58429 -1.36790 -1.77882
S 0.43575 -2.55201 -1.05595
N -0.16951 -0.81155 -2.95126
C -0.65023 0.31572 -3.67399
O 0.15983 1.03761 -4.19110
C -2.11806 0.50219 -3.80886
C -2.62332 1.79956 -3.82873
C -3.98067 2.00352 -4.01652
C -4.82427 0.91774 -4.21363
C -4.31750 -0.37581 -4.21710
C -2.96486 -0.58824 -4.00612
H -5.38157 0.06906 -0.01855
H -4.05651 0.49228 -1.07557
H -3.89206 0.71295 0.67014
H -4.15029 -2.00939 -0.73897
H -4.10947 -1.78621 0.99668
H -1.89171 -2.45832 0.22048
H -1.82037 -0.80961 0.84540
H -2.25376 -0.27504 -1.70102
H 0.78280 -1.05037 -3.19550
H -1.94519 2.63401 -3.70763
H -4.37911 3.00883 -4.02437
H -5.88153 1.08060 -4.37552
H -4.97451 -1.21664 -4.39388
H -2.56111 -1.59359 -4.01745
O 3.24409 -2.68058 -0.29020
O 0.70444 0.86254 2.65354
C 1.51179 -0.11453 2.65399
O 2.27724 -0.47956 1.76092
C 1.57902 -0.90258 3.96921
N 0.61387 -0.24680 4.93092
C 1.37905 0.17849 6.15906
C 2.60120 -0.72653 6.14505
C 2.94405 -0.81154 4.65914
H 1.27049 -1.93377 3.80760
H -0.15654 -0.86471 5.16870
H 0.24462 0.54850 4.36675
H 0.74034 0.08529 7.03308
H 1.64978 1.22360 6.02206
H 2.35044 -1.71013 6.54740
H 3.40957 -0.31465 6.74501
H 3.56987 -1.66085 4.40057
H 3.46288 0.09082 4.33144

As for the charge: +1. As for the spin multiplicity: 3. Its HOMO energy (spin up / spin down) is -10.73 / -11.85 eV. For the lowest unoccupied orbital energy (spin up / spin down), the calculation gives -2.793 / -2.825 eV. The gap between HOMO and LUMO (spin up / spin down) comes out at 7.933 / 9.027 eV. Its strongest force on any atom is 1.019 eV/Å.

Mulliken population analysis, charges in e, atoms 1 to 4: Mo 0.850; O -0.540; C 0.731; O -0.019

The following is a quantum chemistry calculation of a molecular structure, C19H13Cl5EuI2N2O8P2 at a distorted geometry, from the OMol25 dataset.

Element x y z (Å)
Eu -1.59341 -0.23660 0.03284
I 3.79017 3.92562 -3.58227
C 2.02497 2.94464 -3.03501
C 1.55945 1.88419 -3.80118
C 0.39784 1.23312 -3.42523
I -0.24761 -0.33074 -4.63574
C -0.36040 1.57978 -2.24442
O -1.40487 0.98632 -1.87548
C 0.16762 2.69825 -1.50930
C -0.52662 3.08477 -0.23406
N -0.34085 2.07286 0.81827
C 0.98022 2.03377 1.40491
C 1.28929 0.71183 2.09664
C 2.36131 0.60337 2.97912
C 2.67485 -0.63447 3.51189
C 1.90133 -1.73317 3.16290
C 0.84767 -1.53009 2.28865
N 0.55620 -0.34084 1.77069
C 1.32518 3.34590 -1.90012
H 2.09883 1.55942 -4.68238
H -1.60038 3.13101 -0.40366
H -0.17411 4.08070 0.08058
H -1.02804 2.20742 1.54280
H 1.15643 2.85464 2.11580
H 1.71306 2.15259 0.60312
H 2.94635 1.48590 3.22141
H 3.51880 -0.74444 4.18908
H 2.10675 -2.72488 3.55106
H 0.19239 -2.33989 1.97964
H 1.68626 4.17833 -1.30173
O -2.03466 0.69650 2.83516
P -3.49343 0.99404 2.17241
O -4.24262 1.94258 3.03890
O -3.16296 1.26450 0.73730
O -4.19230 -0.47976 2.28823
P -3.76719 -1.78207 1.37378
O -4.13524 -1.22090 -0.10310
O -4.64449 -2.91698 1.75116
O -2.27462 -1.86228 1.37154
H -2.17955 0.51193 3.76996
H -5.09212 -1.25187 -0.20415
Cl 2.64122 -0.54112 -0.68448
C 1.58434 -1.85528 -1.30825
C 0.21848 -1.79102 -1.13181
C -0.45383 -2.84266 -1.71443
Cl -2.22480 -2.78422 -1.68970
C 0.13634 -3.91624 -2.37703
Cl -0.82046 -5.20776 -3.08251
C 1.52304 -3.95383 -2.48099
Cl 2.32337 -5.29976 -3.26484
C 2.25998 -2.90193 -1.94540
Cl 4.01283 -2.94118 -2.07056

As for the charge: -2. As for the spin multiplicity: 8. Its HOMO energy (spin up / spin down) is -0.01 / -2.51 eV. For the lowest unoccupied orbital energy (spin up / spin down), the calculation gives 3.537 / 3.537 eV. The gap between HOMO and LUMO (spin up / spin down) comes out at 3.551 / 6.048 eV. Its strongest force on any atom is 2.567 eV/Å.

Mulliken population analysis, charges in e, atoms 1 to 4: Eu 0.834; I -0.051; C -0.294; C -0.448

ΔE to the lowest compared entry with this formula, charge and spin values, unit kcal per mole, following the record order: 0.0 511.6 16.8 0.0.